Entry 1:
Formula: C35H46N2O3Pt
Source: the Open Molecules 2025 dataset
Level of theory: ωB97M-V with the def2-TZVPD basis set

The net charge is 0. As for the LUMO energy (spin up / spin down): -0.2 / -1.1 eV. The total energy comes out at -1815.80610 a.u. The spin multiplicity is 3. The highest occupied orbital energy (spin up / spin down) is -0.269 / -0.284 hartree. For the gap between HOMO and LUMO (spin up / spin down), the calculation gives 7.09 / 6.66 eV.

Last column: Löwdin charge in e.
CARTESIAN COORDINATES (ANGSTROEM)
Pt1 0.096192 -0.381861 0.749324  1.24
O1 2.328226 -1.417161 0.666518  -0.09
O2 0.829412 -0.308655 2.681356  -0.21
O3 1.893162 -1.631863 4.132527  0.08
N1 -1.786929 -0.885755 -0.163497  -0.04
N2 0.223700 1.246902 -0.493653  -0.08
C1 2.927214 -1.305202 1.989281  -0.51
C2 3.949922 3.191780 -0.290815  -0.07
C3 -0.713356 3.208067 -1.556098  -0.03
C4 3.766398 -0.042324 1.965681  0.01
C5 -2.186035 1.461536 -0.755534  -0.16
C6 2.939398 3.545949 0.587392  -0.04
C7 -3.535173 -1.831030 -2.462460  -0.36
C8 3.521742 -0.358397 -2.658196  -0.07
C9 1.611905 1.001631 -3.566062  -0.05
C10 1.806047 -1.115984 3.038804  -0.59
C11 2.259352 0.427948 -2.303246  -0.38
C12 -3.110236 3.499906 -1.717068  -0.08
C13 3.733030 2.179461 -1.213769  -0.04
C14 -3.278023 2.280592 -1.126641  -0.05
C15 -1.059386 -2.877893 1.968196  -0.40
C16 -2.550629 0.143769 -0.333697  -0.12
C17 -1.796368 3.946407 -1.950828  -0.06
C18 -0.862509 1.947808 -0.913454  -0.24
C19 2.506387 1.530001 -1.284139  -0.14
C20 1.691847 2.924258 0.550840  -0.16
C21 -2.271770 -1.192599 -3.054352  -0.06
C22 3.769689 -2.530751 2.269846  -0.01
C23 -2.934090 -4.224830 1.066283  -0.04
C24 0.206737 4.795143 1.378741  -0.05
C25 -1.535127 -2.851435 3.417446  -0.04
C26 0.049317 -3.906966 1.758543  -0.04
C27 1.121036 3.100767 2.998284  -0.05
C28 -3.927841 -4.525573 0.150607  -0.06
C29 -2.177677 -3.064175 0.958930  -0.13
C30 -4.756484 -0.918466 -2.584849  -0.05
C31 -3.369426 -2.510490 -1.093084  -0.13
C32 -2.464955 -2.157694 -0.075917  -0.14
C33 1.485924 1.930693 -0.410064  -0.21
C34 -4.105830 -3.685312 -0.931318  -0.04
C35 0.633633 3.333173 1.563658  -0.36
H1 -0.344802 -4.920990 1.861384  0.08
H2 2.147726 -2.352100 0.507499  0.08
H3 -2.407509 -2.205595 3.531317  0.09
H4 -4.613150 0.035509 -2.081722  0.04
H5 1.413848 2.061024 3.155184  0.06
H6 0.484340 -3.826389 0.757171  0.08
H7 -0.619432 -1.884249 1.788515  0.02
H8 1.549650 -0.264397 -1.855991  0.10
H9 -0.618175 5.038184 2.053443  0.08
H10 0.321417 3.334691 3.705496  0.08
H11 2.267524 1.751103 -4.019360  0.09
H12 3.964437 -2.596889 3.336775  0.09
H13 -1.807787 -3.858681 3.748787  0.08
H14 4.305609 0.054392 2.909613  0.11
H15 1.037488 5.468815 1.611150  0.08
H16 3.255753 -1.253947 -3.224654  0.08
H17 4.533779 1.889238 -1.884732  0.11
H18 4.713457 -2.478045 1.724469  0.09
H19 0.832169 -3.775990 2.511543  0.08
H20 3.250564 -3.449067 1.974577  0.09
H21 1.971311 3.746074 3.235993  0.08
H22 -1.632831 4.897555 -2.444850  0.11
H23 1.435697 0.212619 -4.303047  0.08
H24 -2.729493 -4.908262 1.882451  0.11
H25 -0.117935 5.000006 0.358257  0.06
H26 4.912489 3.689013 -0.243192  0.10
H27 -3.963738 4.096761 -2.007916  0.10
H28 4.061055 -0.668656 -1.759681  0.08
H29 -5.645065 -1.393218 -2.163663  0.08
H30 0.288921 3.581547 -1.719552  0.12
H31 0.653942 1.476962 -3.346024  0.06
H32 -3.753429 -2.675972 -3.115405  0.12
H33 -0.741046 -2.479355 4.067819  0.08
H34 4.483964 -0.093180 1.144181  0.09
H35 -0.244898 2.701875 1.420776  0.12
H36 -3.623001 -0.016445 -0.207424  0.14
H37 -4.815629 -3.957542 -1.706302  0.12
H38 -4.955114 -0.702153 -3.637526  0.09
H39 4.202426 0.227388 -3.283222  0.08
H40 -4.280184 1.905405 -0.952304  0.11
H41 3.140554 0.838440 1.823029  0.07
H42 -1.376262 -1.761315 -2.792162  0.09
H43 -2.357233 -1.187263 -4.143541  0.08
H44 -2.117188 -0.156767 -2.742207  0.06
H45 -4.514401 -5.431323 0.246874  0.11
H46 3.121774 4.319773 1.324630  0.11

Forces on atoms 1 to 2 (eV/Å):
0.149 0.244 -0.721
0.090 0.051 0.117

Entry 2:
Formula: C6H13F2N
Source: the Open Molecules 2025 dataset
Level of theory: ωB97M-V with the def2-TZVPD basis set

The net charge is 0. As for the LUMO energy: 1.0 eV. The total energy comes out at -490.91700 a.u. The SMILES is CC(C)(F)NC(C)(C)F. The highest occupied orbital energy is -0.359 hartree. For the gap between HOMO and LUMO, the calculation gives 10.72 eV.

Last column: Löwdin charge in e.
CARTESIAN COORDINATES (ANGSTROEM)
F1 1.726754 1.466149 -0.009709  0.01
F2 -1.450385 -0.377701 1.280111  -0.03
N1 -0.009976 -0.015558 -0.535581  0.10
C1 1.443560 -0.221656 1.596799  -0.02
C2 -1.403070 1.798081 0.307468  -0.01
C3 -1.251413 0.308518 0.045695  -0.62
C4 2.423328 -0.662920 -0.704642  -0.02
C5 -2.332117 -0.221341 -0.898832  -0.02
C6 1.428283 0.121919 0.115952  -0.53
H1 -2.219056 0.239782 -1.875951  0.09
H2 3.423677 -0.401431 -0.364226  0.09
H3 1.203883 -1.270824 1.741938  0.09
H4 -2.413002 2.014669 0.646018  0.08
H5 -2.232065 -1.302446 -1.000692  0.08
H6 2.331806 -0.401128 -1.755712  0.09
H7 -0.031415 -0.946269 -0.933835  0.11
H8 0.716191 0.381344 2.136874  0.08
H9 2.429798 -0.011748 2.005545  0.09
H10 -1.206958 2.328188 -0.620394  0.09
H11 -0.693044 2.131791 1.058299  0.08
H12 2.272937 -1.730312 -0.571337  0.09
H13 -3.318855 -0.002268 -0.502482  0.08

Forces on atoms 1 to 2 (eV/Å):
0.249 0.288 0.046
-0.086 0.065 0.141

Entry 3:
Formula: H2N2O2
Source: the Open Molecules 2025 dataset
Level of theory: ωB97M-V with the def2-TZVPD basis set

The net charge is -2. As for the LUMO energy: 7.1 eV. The total energy comes out at -261.02477 a.u. The highest occupied orbital energy is 0.032 hartree. For the gap between HOMO and LUMO, the calculation gives 6.25 eV.

Last column: Löwdin charge in e.
CARTESIAN COORDINATES (ANGSTROEM)
O1 -5.331882 0.841218 1.811968  -0.35
O2 -4.267055 -0.886831 2.755450  -0.29
N1 4.567705 -0.419610 -1.943368  -0.39
N2 -4.249372 0.059112 1.893462  -0.36
H1 4.328573 -0.106681 -2.944468  -0.31
H2 4.952031 0.512792 -1.573044  -0.31

Forces on atoms 1 to 2 (eV/Å):
2.866 -2.520 0.616
-0.486 2.153 -1.663

Entry 4:
Formula: H80O40
Source: the Open Molecules 2025 dataset
Level of theory: ωB97M-V with the def2-TZVPD basis set

The net charge is 0. As for the LUMO energy: -0.4 eV. The total energy comes out at -3057.71172 a.u. The highest occupied orbital energy is -0.376 hartree. For the gap between HOMO and LUMO, the calculation gives 9.86 eV.

Last column: Löwdin charge in e.
CARTESIAN COORDINATES (ANGSTROEM)
O1 1.862958 3.000753 -5.509129  -0.10
O2 -2.700549 3.518221 3.070939  -0.05
O3 0.612428 1.299034 -4.011404  -0.07
O4 3.257206 -2.507401 2.002907  -0.09
O5 -3.654133 0.959818 -1.660277  -0.05
O6 -1.999117 -1.212226 4.493706  -0.04
O7 -2.091916 -0.554348 -3.410718  -0.06
O8 0.051993 -6.322940 1.025665  -0.07
O9 3.337909 -2.331417 -1.592582  -0.04
O10 -0.402019 3.259337 5.236044  -0.06
O11 2.050726 -0.737137 0.533483  -0.06
O12 -1.029254 -1.042603 1.534334  -0.10
O13 2.280920 1.031062 4.113541  -0.05
O14 1.466028 -0.195094 -2.035784  -0.09
O15 -0.460581 5.094948 3.326242  -0.07
O16 -0.857766 -0.225660 -0.858579  -0.09
O17 0.987419 -1.270447 3.293363  -0.07
O18 1.059536 5.461144 -1.345386  -0.05
O19 -2.856690 0.796406 2.281268  -0.05
O20 -3.088274 3.358991 -2.754268  -0.08
O21 4.306688 3.735407 -0.542763  -0.07
O22 -0.297517 -5.978443 -2.946644  -0.06
O23 -2.016092 -3.455243 -1.205270  -0.08
O24 0.466554 -3.298788 -3.424814  -0.04
O25 1.328478 3.215084 2.620380  -0.11
O26 -1.035504 3.122306 -1.001650  -0.07
O27 -4.455371 -2.548770 0.416538  -0.06
O28 0.126812 -3.728429 0.491333  -0.08
O29 4.475997 1.773805 2.338680  -0.05
O30 2.804355 4.185211 -2.883307  -0.04
O31 0.540055 1.700036 0.545869  -0.08
O32 2.261839 5.006682 0.896844  -0.07
O33 5.341299 -3.328742 0.564753  -0.05
O34 3.733026 1.057374 -0.283964  -0.07
O35 -2.640730 -3.177971 -4.073902  -0.08
O36 -2.055128 -5.680082 2.282846  -0.04
O37 -2.789356 -2.705334 2.449164  -0.06
O38 -0.622980 3.635327 -3.556908  -0.06
O39 -5.237955 0.508420 0.469030  -0.10
O40 -2.222098 -6.269816 -0.979571  -0.07
H1 1.439936 2.293777 -4.942235  -0.02
H2 -0.128329 0.670437 -4.057137  0.07
H3 1.516076 -0.900514 1.325388  0.02
H4 0.373046 2.368189 -0.151776  0.02
H5 -2.858807 -2.471792 3.384430  0.04
H6 2.269431 0.198767 0.549165  0.00
H7 -2.280335 0.188258 1.781910  0.02
H8 0.732055 -0.090176 -1.363693  0.03
H9 2.978178 -2.183481 1.122739  0.00
H10 -2.539007 3.178202 -3.564557  0.08
H11 -0.226888 -6.013398 -3.904123  0.05
H12 -0.033033 -5.055272 -2.763493  0.01
H13 -0.185045 -1.403599 1.893395  0.04
H14 -3.780864 1.864170 -2.003641  0.04
H15 5.995830 -2.845186 1.075342  0.06
H16 -1.734458 -1.677079 1.849021  0.02
H17 -2.566142 -2.285387 -3.699026  -0.03
H18 -4.916810 -1.790645 0.020047  0.05
H19 0.527907 3.158852 5.455676  0.04
H20 0.229452 -4.644654 0.898539  0.03
H21 -0.427939 4.453534 -4.010385  0.08
H22 1.726049 -1.896074 3.184980  0.04
H23 -2.876492 2.592699 2.808423  0.02
H24 -3.035121 -0.333406 -3.443746  0.06
H25 -4.662378 0.847880 1.175562  0.00
H26 -0.171963 -2.982346 -4.073780  0.04
H27 -2.764048 3.582845 4.025269  0.05
H28 2.314683 0.103569 -1.678318  0.02
H29 2.399508 2.447927 -6.095777  0.04
H30 -2.068444 -0.806728 -2.464260  0.03
H31 -3.922309 3.675417 -3.134648  0.08
H32 2.899874 -1.490283 -1.826246  0.00
H33 -1.450118 3.510844 -0.222694  0.08
H34 -4.609812 0.700737 -0.272997  -0.02
H35 -0.414309 3.372481 4.271702  -0.01
H36 -1.383969 -3.265596 -0.480885  0.01
H37 2.051301 5.819092 1.377852  0.09
H38 -0.048931 2.850695 -3.682408  0.02
H39 -2.347345 -1.029563 5.376973  0.07
H40 0.772519 3.981300 2.920346  0.02
H41 -1.260741 4.716828 2.930792  0.03
H42 -2.315042 -4.369865 -1.021052  0.02
H43 2.516274 3.277176 -2.739536  0.06
H44 -0.638486 5.339401 4.249615  0.08
H45 4.193791 4.206085 -1.385243  0.03
H46 4.929937 -2.716858 -0.061511  0.02
H47 3.980448 -3.119222 1.745886  0.01
H48 4.442174 1.646274 -0.619317  0.07
H49 -2.956483 0.427067 3.163003  0.04
H50 -3.653459 -2.589275 -0.154967  0.03
H51 -3.593958 -2.558671 1.908048  0.03
H52 -1.550634 -6.395896 -0.294684  0.01
H53 0.751307 2.229238 1.374680  0.03
H54 1.797082 5.192685 -1.916698  0.01
H55 0.923281 -6.627305 1.291360  0.07
H56 -2.153181 -4.717155 2.192898  0.03
H57 3.479326 4.142990 -3.576604  0.09
H58 -1.493997 3.468760 -1.797801  0.01
H59 3.281110 -2.797823 -2.432789  0.05
H60 1.256732 0.874976 -3.381226  0.06
H61 1.354850 -0.409181 3.595323  0.03
H62 -2.716312 0.862235 -1.451106  0.02
H63 -0.862285 0.660345 -0.422844  0.04
H64 -2.251634 -3.854344 -3.494269  0.01
H65 -0.862688 -0.819213 -0.042002  0.04
H66 1.631579 4.815046 0.170706  0.03
H67 -2.858862 -6.105839 1.970543  0.07
H68 3.052159 1.739370 -0.135328  0.03
H69 -1.851094 -6.356355 -1.877341  0.02
H70 0.244225 4.992855 -1.540129  0.02
H71 4.010366 4.423149 0.088386  0.04
H72 4.832191 2.671133 2.425527  0.06
H73 -0.681086 -6.617482 1.611990  0.05
H74 0.669148 -2.559517 -2.842728  0.03
H75 1.817471 1.861041 3.936344  0.01
H76 -1.041927 -1.064969 4.438460  0.05
H77 1.888953 3.772421 2.017600  0.03
H78 3.052655 0.927495 3.546681  0.02
H79 3.895070 1.857578 1.558675  0.01
H80 0.926102 -3.888708 -0.051525  0.06

Forces on atoms 1 to 2 (eV/Å):
0.307 -0.944 0.318
0.021 0.240 -0.337